The following is a quantum chemistry calculation of 2 unconnected molecules or ions with the total composition CH3O3, from OMol25.

Kohn-Sham gap: 9.06 eV
net charge: -1
HOMO level: -0.1606 Eh

Atoms and positions in Å:
O1 -1.315 0.257 -0.187
C1 -0.496 0.120 -1.122
O2 0.571 -0.543 -1.133
H1 -0.670 0.691 -2.073
H2 -0.065 -0.097 1.180
H3 1.365 -0.421 1.448
O3 0.609 -0.007 1.887

=====

The following is a quantum chemistry calculation of a single C4H10O2S5 molecule, from OMol25.

structure (SMILES): OC(S)(S)[C@H](S)[C@@](O)(S)CS
Kohn-Sham gap: 9.42 eV
HOMO level: -0.3355 Eh

Atoms and positions in Å:
C1 2.016 -0.786 -0.008
C2 -0.443 -0.477 -0.168
C3 0.875 0.279 -0.088
C4 -1.902 0.600 -0.092
O1 0.947 1.053 -1.161
O2 -1.733 1.927 -0.337
S1 3.667 0.059 -0.142
S2 -0.700 -1.937 0.886
S3 0.931 1.474 1.338
S4 -3.127 -0.207 -1.377
S5 -2.664 0.540 1.557
H1 1.904 -1.442 -0.860
H2 2.030 -1.269 1.008
H3 -0.557 -0.793 -1.202
H4 1.721 0.846 -1.769
H5 -0.909 2.066 -0.816
H6 4.360 -1.040 -0.300
H7 -1.572 -1.248 1.815
H8 2.225 1.649 1.208
H9 -3.215 -1.263 -0.714
H10 -3.855 -0.031 1.219

=====

The following is a quantum chemistry calculation of a molecular structure, C47H56BN7O4PtS2Te, from OMol25.

<S²>: 0.763
multiplicity: 2
Kohn-Sham gap (alpha / beta): 5.47 / 5.46 eV
net charge: +1
HOMO level (alpha / beta): -0.3624 / -0.3620 Eh

Atoms and positions in Å:
Pt1 -0.100 -0.319 0.353
C1 -0.105 1.910 -3.482
C2 -0.683 0.969 -2.618
N1 -0.165 1.089 -1.400
N2 0.736 2.089 -1.445
C3 0.794 2.596 -2.693
B1 1.676 2.369 -0.265
N3 2.517 1.087 -0.043
C4 3.842 0.928 -0.006
C5 4.132 -0.344 0.455
C6 2.893 -0.924 0.695
N4 1.922 -0.059 0.397
N5 0.965 2.524 1.107
C7 1.416 3.243 2.154
C8 0.798 2.786 3.302
C9 -0.032 1.753 2.856
N6 0.077 1.613 1.535
H1 -0.305 2.055 -4.533
H2 -1.455 0.235 -2.814
H3 1.461 3.413 -2.929
H4 2.350 3.338 -0.495
H5 4.495 1.731 -0.317
H6 5.101 -0.790 0.609
H7 2.663 -1.910 1.058
H8 2.151 4.025 2.015
H9 0.930 3.148 4.310
H10 -0.692 1.108 3.420
C10 -0.509 -4.257 2.971
C11 -0.762 -4.744 1.544
C12 0.382 -4.391 0.584
S1 0.291 -2.874 -0.423
O1 1.731 -2.763 -0.856
C13 -0.497 -3.484 -1.916
C14 -1.992 -3.789 -1.805
C15 -2.847 -2.521 -1.890
H11 -1.292 -4.621 3.638
H12 -0.512 -3.170 3.015
H13 0.452 -4.625 3.342
H14 -1.700 -4.318 1.189
H15 -0.882 -5.828 1.550
H16 0.549 -5.163 -0.170
H17 1.312 -4.236 1.133
H18 0.106 -4.352 -2.193
H19 -0.301 -2.684 -2.634
H20 -2.204 -4.317 -0.873
H21 -2.265 -4.470 -2.611
H22 -2.508 -1.760 -1.176
H23 -3.896 -2.742 -1.675
H24 -2.794 -2.091 -2.896
C16 -5.307 7.732 2.451
C17 -4.860 6.345 2.060
C18 -3.740 5.759 2.631
C19 -3.340 4.471 2.286
C20 -2.127 3.863 2.905
C21 -4.082 3.808 1.328
Te1 -3.643 1.718 0.709
N7 -2.413 0.080 0.575
C22 -2.643 -1.033 1.397
O2 -1.678 -1.751 1.573
C23 -4.002 -1.503 1.854
C24 -4.882 -0.730 2.612
C25 -6.142 -1.217 2.936
C26 -6.537 -2.474 2.502
C27 -5.656 -3.261 1.770
C28 -4.391 -2.783 1.458
C29 -3.588 2.118 -1.328
C30 -2.850 3.211 -1.826
C31 -1.978 4.109 -0.970
C32 -2.904 3.457 -3.190
C33 -3.611 2.640 -4.062
C34 -3.612 2.901 -5.546
C35 -4.308 1.556 -3.538
C36 -4.334 1.282 -2.177
C37 -5.196 0.126 -1.708
C38 -5.239 4.322 0.738
C39 -6.117 3.592 -0.262
C40 -5.592 5.610 1.131
H25 -4.603 8.198 3.140
H26 -6.285 7.694 2.934
H27 -5.401 8.370 1.570
H28 -3.158 6.308 3.365
H29 -1.849 4.372 3.826
H30 -1.279 3.922 2.220
H31 -2.300 2.810 3.135
H32 -4.579 0.236 2.985
H33 -6.814 -0.615 3.537
H34 -7.530 -2.841 2.733
H35 -5.951 -4.253 1.447
H36 -3.699 -3.394 0.888
H37 -1.449 3.532 -0.207
H38 -2.571 4.878 -0.470
H39 -1.234 4.610 -1.589
H40 -2.351 4.304 -3.588
H41 -3.014 3.776 -5.798
H42 -4.629 3.064 -5.909
H43 -3.212 2.040 -6.086
H44 -4.869 0.909 -4.209
H45 -5.049 -0.739 -2.355
H46 -6.253 0.403 -1.771
H47 -4.992 -0.179 -0.687
H48 -6.210 2.533 -0.023
H49 -5.708 3.670 -1.270
H50 -7.115 4.026 -0.266
H51 -6.488 6.045 0.696
O3 5.207 -3.472 -8.109
C41 4.801 -2.208 -7.854
O4 4.968 -1.347 -8.666
C42 4.142 -1.959 -6.527
C43 4.223 -0.676 -6.000
C44 3.599 -0.371 -4.803
C45 2.823 -1.335 -4.140
S2 1.914 -0.884 -2.724
C46 2.746 -2.625 -4.678
C47 3.417 -2.935 -5.851
H52 5.075 -4.043 -7.344
H53 4.786 0.073 -6.543
H54 3.669 0.625 -4.380
H55 2.168 -3.380 -4.159
H56 3.323 -3.938 -6.256

=====

| no. | largest force on an atom (eV/A) |
| --- | --- |
| 1 | 0.913 |
| 2 | 5.115 |
| 3 | 2.199 |